Record 1
# C22H26F4NO14

A 5-piece molecular cluster, C22H26F4NO14 overall at a distorted geometry (ωB97M-V/def2-TZVPD, the Open Molecules 2025 dataset).

```
67
Properties=species:S:1:pos:R:3:lowdin_charge:R:1
C 0.418 4.400 -5.219 -0.02
C 0.879 3.015 -4.407 -0.25
O 1.041 1.922 -5.192 -0.03
O 1.052 2.973 -2.919 -0.11
C 0.337 1.782 -2.421 -0.18
C 0.016 1.798 -0.813 -0.10
C -1.426 2.458 -0.398 -0.15
N -2.315 2.843 -1.561 -0.10
C -2.201 4.262 -2.083 0.07
C -3.095 4.758 -3.381 0.01
C -4.082 3.648 -4.076 0.01
C -4.184 2.123 -3.442 0.04
C -3.226 1.761 -2.133 0.07
H 0.919 5.325 -4.706 0.09
H 0.768 4.359 -6.356 0.11
H -0.765 4.475 -5.258 0.08
H -0.589 1.580 -3.111 0.12
H 1.078 0.863 -2.600 0.16
H -0.027 0.656 -0.469 0.11
H 0.862 2.319 -0.189 0.13
H -1.221 3.456 0.224 0.15
H -2.075 1.776 0.332 0.12
H -1.450 4.986 -1.538 0.15
H -2.952 5.875 -3.717 0.12
H -4.741 3.949 -5.016 0.12
H -4.878 1.282 -3.878 0.11
H -3.205 0.691 -1.624 0.14
C -0.839 -3.029 1.873 -0.06
C -0.380 -2.238 3.050 -0.32
O -0.417 -0.907 2.587 0.15
C -1.403 -0.886 1.647 -0.48
O -1.918 0.133 1.218 0.09
O -1.750 -2.147 1.248 0.07
F 0.898 -2.543 3.367 0.08
H -0.026 -3.265 1.178 0.15
H -1.332 -3.960 2.165 0.15
H -1.018 -2.338 3.935 0.18
C 4.628 1.579 1.895 -0.07
C 3.694 1.855 3.023 -0.33
O 2.420 1.764 2.426 0.15
C 2.571 0.879 1.400 -0.48
O 1.645 0.334 0.825 0.10
O 3.890 0.671 1.101 0.09
F 3.858 3.114 3.487 0.09
H 4.857 2.473 1.306 0.15
H 5.567 1.131 2.232 0.15
H 3.765 1.140 3.850 0.18
C -2.411 -1.884 -3.191 -0.09
C -3.441 -2.526 -2.325 -0.34
O -3.352 -3.891 -2.664 0.15
C -2.057 -4.078 -3.044 -0.50
O -1.525 -5.171 -3.145 0.16
O -1.424 -2.891 -3.291 0.08
F -4.680 -2.088 -2.643 0.08
H -2.788 -1.645 -4.191 0.15
H -2.000 -0.975 -2.743 0.12
H -3.266 -2.401 -1.251 0.17
C 3.646 -5.474 5.965 -0.07
C 4.093 -4.121 6.399 -0.33
O 3.111 -3.262 5.866 0.14
C 1.973 -4.010 5.820 -0.49
O 0.854 -3.546 5.677 0.13
O 2.238 -5.345 5.960 0.08
F 5.284 -3.804 5.842 0.08
H 3.990 -5.731 4.958 0.15
H 3.965 -6.259 6.656 0.15
H 4.144 -3.992 7.486 0.18
```

Results
**Relative energy (zero: lowest compared OMol25 entry of this formula, charge and spin)**: 11.193 eV
**E**: -2360.925928 Eh
**E_LUMO**: -4.73 eV
**Frontier orbital gap**: 7.99 eV
**Net charge**: +1

Record 2
# C15H12Cl4F6NO2PdSb

C15H12Cl4F6NO2PdSb as an isolated structure (ωB97M-V/def2-TZVPD, the Open Molecules 2025 dataset).

```
42
Properties=species:S:1:pos:R:3:lowdin_charge:R:1
Pd -0.297 -0.381 0.335 1.05
C 2.589 -0.613 -0.557 -0.09
N 1.896 -1.032 0.664 -0.34
C 1.896 -2.490 0.791 -0.10
C 2.448 -0.389 1.872 -0.16
C 1.419 0.410 2.636 -0.25
C 1.785 1.054 3.815 -0.07
C 0.886 1.887 4.462 -0.11
C -0.376 2.094 3.918 -0.10
C -0.741 1.445 2.747 -0.12
C 0.143 0.577 2.112 -0.17
H 3.647 -0.909 -0.536 0.09
H 2.515 0.468 -0.662 0.08
H 2.105 -1.081 -1.414 0.08
H 2.918 -2.875 0.908 0.09
H 1.437 -2.932 -0.091 0.07
H 1.314 -2.774 1.670 0.09
H 3.263 0.276 1.572 0.13
H 2.894 -1.156 2.515 0.12
H 2.785 0.922 4.218 0.10
H 1.177 2.396 5.373 0.09
H -1.067 2.776 4.399 0.10
H -1.715 1.637 2.312 0.09
Cl -5.274 -1.580 -4.453 0.67
C -3.847 -1.704 -3.497 -0.70
C -2.873 -2.694 -3.827 -0.70
Cl -3.156 -3.734 -5.170 0.66
C -1.729 -2.823 -3.086 -0.62
Cl -0.540 -4.015 -3.456 0.70
C -1.468 -1.977 -1.967 -0.37
O -0.438 -2.088 -1.258 -0.09
C -2.474 -0.951 -1.626 -0.36
O -2.277 -0.190 -0.651 -0.08
C -3.655 -0.864 -2.433 -0.62
Cl -4.801 0.336 -2.005 0.73
F 0.227 1.619 -0.741 -0.41
Sb 0.017 3.541 -0.916 1.36
F 1.102 3.746 0.613 -0.36
F -1.503 3.405 0.192 -0.36
F -0.188 5.411 -1.073 -0.37
F -1.040 3.244 -2.455 -0.37
F 1.572 3.553 -1.988 -0.37
```

Results
**⟨S²⟩**: 3.77
**Relative energy (zero: lowest compared OMol25 entry of this formula, charge and spin)**: 0.000 eV
**E**: -3592.305726 Eh
**Multiplicity**: 4
**E_LUMO (spin up / spin down)**: 2.30 / 0.54 eV
**Frontier orbital gap (spin up / spin down)**: 7.27 / 6.75 eV
**Net charge**: -1

Record 3
# C15H21Cl3F3N4O6S2

A 2-piece molecular cluster, C15H21Cl3F3N4O6S2 overall at a distorted geometry (ωB97M-V/def2-TZVPD, the Open Molecules 2025 dataset).

```
54
Properties=species:S:1:pos:R:3:lowdin_charge:R:1
C -4.053 -2.855 3.383 0.00
C -2.985 -3.559 2.577 -0.36
C -2.916 -3.083 1.145 -0.11
O -2.710 -1.664 1.124 0.03
C -1.446 -1.259 0.885 -0.53
O -0.824 -0.527 1.610 0.15
C -0.866 -1.679 -0.470 -0.34
S -0.832 -0.225 -1.536 1.06
C 0.527 0.709 -1.047 -0.54
N 1.456 0.492 -0.131 0.13
N 2.284 1.516 -0.171 0.17
N 1.902 2.335 -1.070 -0.04
C 2.534 3.598 -1.452 -0.04
C 3.921 3.727 -0.844 -0.18
O 3.875 4.009 0.522 -0.09
C 4.204 5.332 0.875 -0.06
C 2.978 6.246 0.828 -0.58
F 2.991 7.029 -0.270 0.13
F 2.955 7.057 1.902 0.15
F 1.833 5.548 0.813 0.14
N 0.775 1.875 -1.668 -0.01
C 0.037 2.549 -2.710 -0.06
C -0.731 3.740 -2.103 -0.20
O -1.392 3.588 -1.112 0.12
O -1.696 -3.379 3.154 0.02
C -1.174 -4.486 3.776 -0.51
O -0.810 -4.431 4.935 0.13
C -0.972 -5.742 2.964 -0.47
S 0.756 -5.933 2.453 0.78
H -4.948 -2.789 2.778 0.09
H -4.298 -3.472 4.238 0.09
H -3.731 -1.883 3.719 0.10
H -3.268 -4.607 2.527 0.15
H -3.839 -3.302 0.626 0.14
H -2.104 -3.628 0.667 0.13
H -1.502 -2.371 -0.996 0.00
H 0.112 -2.123 -0.350 0.11
H 2.649 3.601 -2.527 0.14
H 1.879 4.417 -1.184 0.12
H 4.443 4.479 -1.423 0.14
H 4.436 2.785 -0.991 0.13
H 4.558 5.314 1.894 0.15
H 4.988 5.738 0.248 0.14
H 0.709 2.859 -3.498 0.13
H -0.684 1.872 -3.147 0.11
H -0.635 4.717 -2.598 0.14
H -1.247 -6.589 3.569 0.08
H -1.599 -5.769 2.084 0.06
H 0.612 -5.691 1.145 -0.16
C -1.297 -2.881 -5.098 -1.53
Cl 0.355 -3.361 -5.458 0.55
Cl -1.685 -3.204 -3.400 0.55
Cl -1.557 -1.176 -5.477 0.52
H -1.967 -3.468 -5.710 0.02
```

Results
**E**: -3730.842543 Eh
**E_LUMO**: -3.69 eV
**Frontier orbital gap**: 7.65 eV
**Net charge**: +1

Record 4
# C18H39CaGeNSbSe4Si3

C18H39CaGeNSbSe4Si3 as an isolated structure (ωB97M-V/def2-TZVPD, the Open Molecules 2025 dataset).

```
68
Properties=species:S:1:pos:R:3:lowdin_charge:R:1
Ca -0.340 -3.267 -0.114 0.76
Se 4.647 -4.771 -1.651 -0.33
Sb 3.096 -4.178 0.114 -0.37
Se 2.041 -1.912 -0.604 -0.16
Se 1.089 -5.680 0.161 -0.26
Se 3.973 -3.832 2.350 -0.27
C -2.323 -0.223 -1.555 -0.12
N -2.512 -1.346 -0.646 -0.30
C -2.713 -0.859 0.716 -0.11
C -3.633 -2.173 -1.075 -0.21
C -3.813 -3.427 -0.241 -0.31
C -5.110 -3.903 -0.055 -0.09
C -5.328 -5.076 0.651 -0.14
C -4.241 -5.760 1.171 -0.14
C -2.951 -5.265 0.988 -0.17
C -2.671 -4.076 0.281 -0.21
H -3.187 0.462 -1.551 0.09
H -2.183 -0.593 -2.571 0.08
H -1.432 0.340 -1.262 0.02
H -3.594 -0.199 0.784 0.09
H -1.831 -0.294 1.033 0.06
H -2.861 -1.706 1.385 0.08
H -3.446 -2.466 -2.114 0.12
H -4.555 -1.562 -1.076 0.11
H -5.958 -3.355 -0.463 0.09
H -6.337 -5.449 0.796 0.08
H -4.403 -6.683 1.721 0.08
H -2.131 -5.845 1.409 0.06
C 2.264 0.532 -3.338 -0.24
Si 1.333 1.739 -2.236 0.28
C 2.281 3.390 -2.278 -0.23
C -0.343 2.092 -3.066 -0.23
Ge 1.095 1.006 0.018 0.52
Si 3.250 1.051 1.049 0.25
C 4.662 0.658 -0.141 -0.23
C 3.304 -0.088 2.539 -0.25
C 3.644 2.808 1.695 -0.24
Si -0.177 2.632 1.241 0.29
C 0.421 4.421 0.973 -0.23
C -0.059 2.248 3.093 -0.24
C -2.033 2.724 0.827 -0.23
H 2.401 0.961 -4.336 0.02
H 1.723 -0.411 -3.433 0.01
H 3.246 0.288 -2.923 0.02
H 2.460 3.707 -3.311 0.02
H 3.254 3.291 -1.786 0.01
H 1.724 4.186 -1.772 0.00
H -0.192 2.547 -4.050 0.02
H -0.953 2.776 -2.469 0.01
H -0.910 1.167 -3.213 0.00
H 4.577 -0.359 -0.534 0.00
H 5.611 0.733 0.397 0.03
H 4.695 1.362 -0.979 0.01
H 3.231 -1.139 2.243 -0.08
H 2.485 0.131 3.234 0.02
H 4.249 0.027 3.079 0.03
H 3.714 3.531 0.875 0.01
H 4.615 2.791 2.202 0.02
H 2.904 3.173 2.414 0.00
H 1.504 4.514 1.061 0.00
H -0.042 5.093 1.704 0.02
H 0.127 4.768 -0.023 0.01
H 0.979 2.276 3.439 0.01
H -0.445 1.244 3.296 0.02
H -0.640 2.958 3.689 0.02
H -2.189 3.028 -0.212 0.01
H -2.519 3.470 1.465 0.02
H -2.545 1.769 0.983 -0.01
```

Results
**⟨S²⟩**: 0.76
**Relative energy (zero: lowest compared OMol25 entry of this formula, charge and spin)**: 0.992 eV
**E**: -14233.242643 Eh
**Multiplicity**: 2
**E_LUMO (spin up / spin down)**: 4.14 / 3.48 eV
**Frontier orbital gap (spin up / spin down)**: 5.66 / 5.08 eV
**Net charge**: -2

Record 5
# C13H21As2Cl3N6O2Ru

C13H21As2Cl3N6O2Ru as an isolated structure (ωB97M-V/def2-TZVPD, the Open Molecules 2025 dataset).

```
48
Properties=species:S:1:pos:R:3:lowdin_charge:R:1
Ru -0.114 -0.072 -0.363 0.84
C -1.142 -3.652 -2.742 -0.24
As -0.022 -2.273 -1.978 1.11
C -0.662 -0.686 -2.970 -0.29
C 1.730 -2.496 -2.733 -0.44
C 1.961 -3.357 -3.799 -0.07
C 3.228 -3.422 -4.365 -0.01
C 4.259 -2.633 -3.873 -0.02
C 4.039 -1.792 -2.791 -0.06
C 2.774 -1.730 -2.217 -0.41
As 2.456 -0.707 -0.632 1.14
C 4.715 1.047 -0.662 -0.10
C 3.513 -1.605 0.703 -0.22
H -1.184 -3.499 -3.819 0.06
H -2.141 -3.582 -2.317 0.01
H -0.717 -4.625 -2.504 0.06
H -0.152 -0.662 -3.932 0.06
H -0.446 0.302 -2.518 0.00
H -1.739 -0.748 -3.114 0.03
H 1.169 -3.972 -4.205 0.11
H 3.408 -4.090 -5.197 0.13
H 5.240 -2.682 -4.326 0.13
H 4.857 -1.195 -2.409 0.10
H 5.285 0.120 -0.680 0.08
H 4.851 1.517 0.316 0.08
H 5.083 1.726 -1.428 0.11
H 4.482 -1.854 0.275 0.05
H 2.994 -2.527 0.963 0.05
H 3.631 -0.994 1.596 0.05
N -1.555 1.367 1.264 0.02
N -0.966 2.403 2.006 0.04
C 0.328 2.686 1.908 -0.32
N 0.855 3.643 2.630 0.28
N 1.021 1.878 0.999 0.06
N 2.271 2.076 0.856 -0.06
O 3.318 0.834 -0.929 -0.46
O 3.025 2.842 1.325 0.20
H -2.310 1.768 0.712 0.12
H -1.957 0.688 1.906 0.11
H -1.551 2.941 2.634 0.19
H 0.297 4.179 3.285 0.17
H 1.827 3.907 2.548 0.13
Cl -4.930 -1.609 -1.990 0.68
C -4.543 -2.089 -0.338 -1.65
Cl -4.500 -3.832 -0.162 0.71
Cl -5.610 -1.334 0.828 0.70
C -3.169 -1.584 -0.080 -0.34
N -2.107 -1.193 0.113 0.07
```

Results
**⟨S²⟩**: 8.77
**Relative energy (zero: lowest compared OMol25 entry of this formula, charge and spin)**: 1.105 eV
**E**: -6932.742692 Eh
**Multiplicity**: 6
**E_LUMO (spin up / spin down)**: -10.44 / -11.69 eV
**Frontier orbital gap (spin up / spin down)**: 6.25 / 5.77 eV
**Net charge**: +3

Record 6
# C26H32N2O6

A single C26H32N2O6 molecule (ωB97M-V/def2-TZVPD, the Open Molecules 2025 dataset).

```
66
Properties=species:S:1:pos:R:3:lowdin_charge:R:1
C -0.460 7.022 -0.003 -0.06
C -0.957 5.742 0.653 -0.22
O -0.498 4.584 -0.045 0.00
C 0.729 4.146 0.244 -0.51
O 1.454 4.661 1.056 0.11
C 1.082 2.947 -0.609 -0.06
C 2.368 2.264 -0.129 -0.06
C 2.143 0.829 0.303 -0.44
O 2.594 -0.109 -0.333 0.05
N 1.430 0.644 1.437 0.00
C 1.190 -0.703 1.920 -0.08
C -0.151 -1.287 1.448 -0.08
N -0.121 -1.607 0.032 0.02
C -0.497 -0.662 -0.855 -0.43
O -0.914 0.427 -0.494 0.04
C -0.450 -1.014 -2.331 -0.06
C -1.881 -1.255 -2.840 -0.06
C -2.394 -2.571 -2.301 -0.50
O -2.996 -2.714 -1.269 0.11
O -2.056 -3.573 -3.118 0.00
C -2.469 -4.891 -2.758 -0.22
C -3.856 -5.198 -3.306 -0.06
C 0.382 -2.891 -0.306 -0.23
C 1.627 -3.031 -0.910 -0.01
C 2.101 -4.295 -1.214 -0.06
C 1.347 -5.417 -0.910 -0.09
C 0.116 -5.275 -0.291 -0.08
C -0.368 -4.016 0.015 -0.03
C 0.941 1.702 2.256 -0.23
C 1.787 2.278 3.195 -0.01
C 1.318 3.281 4.023 -0.07
C 0.001 3.697 3.932 -0.08
C -0.844 3.116 3.003 -0.07
C -0.379 2.123 2.159 -0.01
H -0.763 7.052 -1.047 0.08
H 0.625 7.068 0.053 0.08
H -0.875 7.883 0.513 0.08
H -2.047 5.679 0.618 0.12
H -0.610 5.687 1.690 0.11
H 1.197 3.313 -1.631 0.13
H 0.233 2.261 -0.615 0.10
H 2.776 2.843 0.704 0.11
H 3.111 2.237 -0.927 0.12
H 1.208 -0.685 3.014 0.13
H 2.003 -1.335 1.550 0.13
H -0.357 -2.202 2.008 0.13
H -0.955 -0.568 1.618 0.12
H -0.035 -0.150 -2.851 0.13
H 0.170 -1.885 -2.531 0.11
H -2.527 -0.448 -2.493 0.13
H -1.880 -1.297 -3.929 0.13
H -2.464 -4.978 -1.668 0.10
H -1.717 -5.556 -3.187 0.13
H -4.587 -4.529 -2.859 0.08
H -3.872 -5.068 -4.385 0.08
H -4.124 -6.223 -3.067 0.08
H 2.213 -2.149 -1.116 0.10
H 3.067 -4.404 -1.684 0.11
H 1.721 -6.402 -1.149 0.10
H -0.469 -6.149 -0.046 0.11
H -1.333 -3.894 0.484 0.12
H 2.812 1.944 3.263 0.13
H 1.983 3.739 4.740 0.11
H -0.363 4.480 4.581 0.10
H -1.872 3.441 2.926 0.11
H -1.024 1.692 1.410 0.10
```

Results
**Relative energy (zero: lowest compared OMol25 entry of this formula, charge and spin)**: 0.082 eV
**E**: -1570.987567 Eh
**E_LUMO**: 0.81 eV
**Frontier orbital gap**: 9.55 eV
**Net charge**: 0

Q: Which of these has the lowest net charge?
A: C18H39CaGeNSbSe4Si3